[1]
93
Properties=species:S:1:pos:R:3:forces:R:3 method="wB97M-V/def2-TZVPD" charge=+1 e_lumo_ev=-3.71 de_lowest_kcal_mol=0.0 orbital_gap_ev=5.83
Zr -0.0573 -1.4362 -0.4760 1.0156 -0.7968 3.6362
C -1.0630 -5.4237 -2.3223 -0.2023 1.9541 -1.1257
C -1.0493 -3.8932 -2.1018 4.2065 -0.7489 2.0199
N 0.0898 -3.2924 -1.6347 -0.6202 -2.0012 -2.0561
N 1.2566 -4.0156 -1.6581 -0.4056 0.0475 -0.6588
C 2.4377 -3.3525 -1.6131 -1.4228 -0.8268 0.0050
N 3.4678 -4.1165 -2.0569 -0.1727 -1.0321 0.1839
S 2.6611 -1.7525 -1.0276 -0.5152 -0.0041 -0.6273
C -2.1307 -2.9843 -2.2780 -3.2662 1.4429 0.1203
C -3.4901 -3.3786 -2.5704 1.8639 -0.3015 -0.0462
C -4.3595 -2.3841 -2.9572 0.6201 1.0774 0.2981
C -3.9531 -1.0263 -2.8648 -2.7205 -0.5319 -1.1353
C -2.7541 -0.6887 -2.3517 0.3811 -0.8939 0.0216
N -1.8816 -1.6604 -2.1018 1.8569 -0.6478 0.8473
H -0.0471 -5.8005 -2.1004 -0.9376 0.0092 0.1375
H -1.9168 -5.8338 -1.7800 0.4043 -0.2907 0.2416
H -1.2915 -5.5616 -3.4003 0.2103 -0.2120 0.4729
H 3.2484 -5.1563 -2.2556 0.7886 2.6512 0.4429
H 4.4139 -3.7137 -1.9932 -0.8635 -0.8238 -0.0741
H -3.7224 -4.4486 -2.5091 -0.1449 0.5623 -0.3226
H -5.3573 -2.5465 -3.3308 -0.1040 -0.4254 0.1291
H -4.7044 -0.2999 -3.2141 0.6898 -0.1215 0.3904
H -2.4440 0.3120 -2.1458 0.1500 0.4499 0.1037
C 4.0642 2.9770 4.2912 0.1265 -0.6443 0.0501
C 3.4405 3.4563 2.9454 -0.4190 -0.0704 0.9095
C 2.6108 4.6894 3.3515 -0.8465 0.3394 0.5131
C 4.5405 3.8886 1.8929 -0.5142 -2.7521 1.4829
C 2.5182 2.3346 2.3758 -0.3181 -0.4159 -1.0346
C 2.4487 0.9916 2.8158 0.3317 0.3953 0.2561
C 1.7764 0.0205 2.0329 0.7961 0.8189 0.8429
N 1.2612 0.2662 0.8461 -1.1391 0.3076 -0.1548
C 1.1887 1.5534 0.4127 1.0904 -0.0957 2.1007
C 1.7442 2.5961 1.2120 0.0096 -0.1507 -1.7798
C 0.7195 1.6374 -0.9677 -0.3541 -0.7495 -0.7221
C 0.5984 2.8178 -1.6874 0.4004 0.5154 0.2046
C 0.3723 2.8442 -3.0713 -0.9177 -2.4097 0.1763
C 0.3369 1.5129 -3.6499 0.2680 2.1535 -0.1798
C 0.4288 0.3980 -2.8619 -0.1327 -0.7408 -0.4299
N 0.5012 0.3974 -1.5375 0.6138 2.8285 -0.4539
C -0.0217 4.1156 -3.8002 2.0352 0.6354 0.0678
C -0.0263 3.8861 -5.3251 -0.6906 -0.0231 1.0304
C 1.0845 5.2388 -3.4880 -1.3307 -0.7876 -0.0967
C -1.3831 4.6001 -3.2726 -0.7665 -1.1427 -1.0307
H 4.5168 3.7862 4.8644 0.2662 0.1501 -0.4151
H 4.7993 2.1602 4.1892 -0.0858 0.4275 -0.2267
H 3.3251 2.5804 5.0018 -0.2386 0.1273 -0.4311
H 3.2810 5.4297 3.8339 -0.4256 -0.3434 -0.3523
H 1.8118 4.4316 4.0796 0.6540 -0.0796 -0.1154
H 2.0287 5.1937 2.5721 0.5113 -0.1156 -0.3453
H 5.0133 4.7838 2.2293 0.1115 0.8222 -0.1371
H 4.0795 3.8931 0.9155 0.2558 0.4843 -0.3123
H 5.3091 3.0780 1.9459 -0.4364 0.6298 -0.4632
H 2.9685 0.6941 3.7596 -0.6093 0.1244 -1.0779
H 1.7101 -1.0068 2.3330 0.1688 -0.3498 0.3209
H 1.7099 3.6007 0.7284 0.1595 -0.7437 0.8279
H 0.7370 3.7571 -1.1288 -0.1651 -0.5390 -0.3838
H 0.2733 1.3295 -4.7199 -0.0801 0.3337 0.1999
H 0.4452 -0.5851 -3.3428 -0.2015 0.2350 0.1551
H 0.8398 3.3636 -5.6585 0.7873 -0.5117 -0.0956
H 0.0128 4.8346 -5.8025 -0.2602 0.8622 -0.5339
H -0.9024 3.3412 -5.6604 -0.2112 -0.0606 -0.0592
H 2.0963 4.9522 -3.7397 0.1362 -0.2387 -0.3783
H 1.0731 5.4019 -2.4253 0.0268 0.3585 0.5057
H 0.8203 6.1778 -3.9860 0.0378 -0.2407 0.0404
H -2.1325 3.7873 -3.4474 0.4701 0.4997 0.1671
H -1.6978 5.4086 -3.9352 -0.0524 0.2811 0.4081
H -1.4549 4.8537 -2.2120 0.3921 0.1811 -0.2238
C -3.1530 -2.2447 1.0902 1.0083 -0.0716 -2.1457
N -1.6515 -2.4737 1.0424 -0.2425 -0.5229 0.2392
C -1.2394 -3.4192 1.8707 -0.5882 1.1780 -1.2593
C 0.0898 -3.7376 2.0078 1.4810 -1.3930 1.7662
C 0.6926 -4.7378 2.8989 -1.8743 1.9087 -1.7914
C 2.0209 -4.7361 2.5464 0.1663 -0.4715 0.6589
C 2.2237 -3.7475 1.5977 -1.5551 1.2923 -1.5071
N 1.0250 -3.1056 1.2489 1.5200 -0.5352 0.1363
C -3.5889 -1.6544 2.3750 0.8836 -0.5159 0.7533
C -3.9496 -2.4948 3.4303 -0.4078 -1.4514 -0.6726
C -4.1647 -2.0128 4.7052 -0.4372 0.1385 -0.3867
C -4.0865 -0.6331 4.8763 0.2571 -0.4789 -0.0910
C -3.5878 0.2092 3.8886 -0.3213 -0.4913 0.0650
C -3.2889 -0.3283 2.6380 -0.6265 0.4041 0.6302
H -3.6877 -3.1712 0.7648 0.3271 0.5083 0.6229
H -3.2734 -1.5354 0.2612 -0.4607 0.0019 0.2865
H -1.9559 -4.0069 2.4001 -0.5346 -0.2095 0.5804
H 0.1007 -5.2321 3.6545 0.3586 -0.4046 -0.0599
H 2.7449 -5.4266 2.9335 0.4060 0.1147 0.0950
H 3.1357 -3.5163 1.0636 -0.0631 0.0991 0.1937
H -4.1125 -3.5854 3.2001 0.2135 1.1915 0.3479
H -4.4794 -2.6978 5.4984 0.0882 0.4527 -0.2172
H -4.4507 -0.2483 5.7911 0.0199 0.5878 0.9193
H -3.4855 1.2639 4.1153 0.0755 -0.0433 -0.1987
H -2.8834 0.2988 1.8716 0.1751 0.2105 -0.4320
H -1.2142 -0.0420 0.0643 -0.1342 -0.3410 -0.3640



[2]
14
Properties=species:S:1:pos:R:3:forces:R:3 method="wB97M-V/def2-TZVPD" charge=+1 e_lumo_ev=-6.70 de_lowest_kcal_mol=28.2 orbital_gap_ev=8.78
C 0.5119 0.3203 0.4556 -1.0278 0.0671 -0.6672
N -1.8837 0.7001 -0.7475 1.2050 -0.1378 0.8049
Si 0.1301 -0.7766 1.9369 0.1952 0.0609 -0.2282
Si 1.1814 -0.1280 -1.2718 -0.0238 0.0331 0.1392
H 0.5755 1.3816 0.6780 0.0011 0.2327 0.0765
H -2.6017 0.1357 -0.3177 -0.1467 -0.0444 0.0188
H -1.8178 0.4822 -1.7300 -0.0606 0.0094 -0.1842
H -2.0909 1.6817 -0.6185 -0.0865 0.0287 -0.0675
H -0.6754 -0.0613 2.9111 -0.1645 0.1186 0.1734
H -0.3876 -2.0621 1.4929 -0.0626 -0.1921 -0.0564
H 1.5684 -0.8143 2.2949 0.0856 -0.0474 0.0938
H 0.7900 0.9561 -2.1720 -0.0109 0.0664 -0.0890
H 0.6442 -1.4351 -1.6307 -0.0636 -0.1649 -0.0703
H 2.6283 -0.1412 -1.0289 0.1602 -0.0302 0.0560



[3]
86
Properties=species:S:1:pos:R:3:forces:R:3 method="wB97M-V/def2-TZVPD" e_lumo_ev=-0.22 orbital_gap_ev=9.16
Hf 9.5433 16.6199 -17.2663 -1.5470 -3.1056 0.8445
Na 13.6587 15.2749 -18.4226 -0.4504 0.0747 -0.3440
Na 10.5010 16.3900 -12.6622 0.0896 0.1931 -0.3905
S 7.8924 16.9721 -14.7825 0.7916 -0.2495 -0.2458
O 8.3583 16.7397 -13.4230 -0.0083 0.1046 0.1121
O 6.5190 17.4031 -14.8940 0.0778 0.1252 0.1200
O 8.8463 17.9040 -15.5077 0.9948 1.4547 -0.9677
O 8.1783 15.7837 -15.6543 -0.2201 -0.9610 -0.3812
S 10.4888 15.9570 -20.0515 -0.1857 0.2531 -0.4870
O 11.1808 16.8019 -20.9870 0.2717 -0.0701 0.3045
O 11.2175 15.8545 -18.7051 0.5629 0.0457 0.7372
O 9.2686 16.6692 -19.4855 -0.9255 1.3232 1.0679
O 10.1070 14.6626 -20.5650 0.2508 0.0087 0.3616
S 11.6454 15.2454 -15.7051 -1.4521 0.3009 -0.9321
O 10.4105 14.7245 -16.3686 -0.2290 -0.7823 -0.2208
O 11.6066 15.0318 -14.2644 0.2145 -0.1778 -0.1207
O 12.8358 14.7874 -16.3734 0.7161 -0.3587 0.4882
O 11.3979 16.7080 -15.9914 0.3315 1.6435 -0.3261
Cl 8.2587 10.9881 -14.2161 0.0480 -0.0176 -0.0970
C 9.5205 11.8180 -15.1833 -0.5685 0.3005 -0.0988
C 10.8277 11.8397 -14.4604 0.5536 -0.3276 0.0564
Cl 11.5702 10.2043 -14.3521 -0.0473 -0.0176 -0.0216
H 9.1625 12.8326 -15.3546 0.1255 0.0899 0.1915
H 9.5585 11.3374 -16.1576 0.2200 -0.2162 0.1031
H 10.7335 12.1856 -13.4366 -0.1617 0.0956 -0.0294
H 11.5704 12.4483 -14.9679 -0.1500 0.1167 -0.1239
C 12.9005 19.1758 -13.5743 0.8956 0.0059 -0.6389
O 11.9442 18.1510 -13.7490 -0.0545 0.1726 0.4499
H 12.7954 19.6654 -12.6120 -0.1600 -0.1708 0.1116
H 13.9144 18.7647 -13.6757 -0.0293 -0.0215 0.4296
H 12.8713 19.9453 -14.3570 -0.5015 -0.0087 0.0764
H 12.1182 17.7252 -14.6000 -0.3993 -0.0292 -0.1147
C 12.5445 13.5515 -11.2125 0.3855 0.2262 0.6253
O 12.7617 14.8068 -11.8427 -0.4333 -0.0350 0.0613
H 13.4009 12.8837 -11.3409 -0.1718 -0.1318 -0.3521
H 12.4961 13.7241 -10.1350 -0.1823 0.0982 -0.0593
H 11.6094 13.0846 -11.5251 0.0698 -0.1306 -0.0785
H 12.5408 14.7009 -12.7801 0.2679 0.0619 -0.1050
C 15.3079 18.0989 -17.4701 -0.3204 0.0651 0.1330
O 15.4170 16.7296 -17.7930 -0.2531 -0.1415 -0.0551
C 16.7302 16.2590 -18.0523 -0.5053 -0.0229 0.8989
C 16.6161 14.7824 -18.3539 0.9039 -0.1286 -1.2673
N 15.8391 14.4921 -19.5694 -0.3632 -0.0392 0.7686
C 15.6283 13.0502 -19.7859 0.0407 0.5456 -0.2274
C 14.5454 12.4756 -18.8930 0.5442 -0.5272 -0.1674
O 13.3132 12.9592 -19.3454 -0.0554 0.7708 0.1826
C 12.1693 12.4438 -18.6903 -0.0813 -0.8956 -0.1771
H 14.2441 18.3372 -17.4382 0.0119 -0.0410 -0.1443
H 15.7835 18.7179 -18.2351 0.1009 0.0640 0.1087
H 15.6932 18.3189 -16.4695 0.3225 -0.0384 -0.1198
H 17.3296 16.3154 -17.1333 0.0759 0.3065 -0.0861
H 17.1902 16.8953 -18.8143 0.1059 -0.3254 -0.2419
H 16.2028 14.2599 -17.4928 -0.1208 0.0741 0.0167
H 17.6372 14.4034 -18.5216 0.0290 -0.0370 0.4430
H 16.3479 14.8683 -20.3586 -0.1467 0.0881 -0.0687
H 16.5580 12.4761 -19.6712 -0.0329 -0.0178 0.0701
H 15.2922 12.9729 -20.8203 0.0019 -0.3083 0.0186
H 14.7409 12.7131 -17.8368 -0.2294 0.0782 0.0381
H 14.6102 11.3816 -18.9711 -0.2133 -0.0094 0.0046
H 11.3087 12.9766 -19.0825 0.1298 0.2035 0.0775
H 12.2395 12.5029 -17.6009 0.0050 0.2959 -0.0111
H 12.0451 11.3833 -18.9524 0.0543 0.0376 0.0307
C 8.4996 13.4575 -18.3102 0.2991 0.0061 0.1604
O 8.1461 14.7988 -17.9783 0.4609 0.0707 -0.4295
C 6.7558 15.0416 -18.0784 -0.5281 -0.1960 -0.0794
C 6.4814 16.4542 -18.5170 0.0125 0.5593 0.4653
N 7.2949 17.4320 -17.7375 0.0425 0.5101 -0.0445
C 7.3304 18.7618 -18.3704 -0.1628 0.3016 -1.3278
C 6.0581 19.5995 -18.2994 0.3608 -0.0634 0.0014
O 4.9562 18.9176 -18.8455 0.0321 -0.0711 -0.1276
C 3.8179 19.7441 -18.9387 -0.0341 0.3176 0.4827
H 9.5801 13.4068 -18.3465 -0.0451 0.0353 0.1323
H 8.1213 13.2045 -19.2993 -0.1036 0.0110 0.0239
H 8.1211 12.7852 -17.5381 -0.1220 -0.0610 -0.0724
H 6.2776 14.7753 -17.1320 0.1089 0.2936 0.1426
H 6.2962 14.3977 -18.8356 0.2966 -0.1338 -0.0474
H 5.4331 16.6687 -18.3129 -0.0719 -0.0694 -0.2775
H 6.6843 16.6260 -19.5702 0.0910 -0.2345 -0.0326
H 6.7573 17.6108 -16.8839 0.4773 -0.4754 0.3835
H 7.5762 18.6374 -19.4296 -0.0016 -0.2233 0.0821
H 8.1217 19.4179 -17.9915 0.0781 -0.3425 0.4648
H 6.2730 20.4794 -18.9225 -0.0878 0.1945 0.2677
H 5.8602 19.9117 -17.2651 -0.0941 0.0302 -0.0287
H 4.0608 20.7248 -19.3661 0.0338 -0.1633 -0.2970
H 3.4041 19.9632 -17.9447 -0.0295 -0.2015 -0.0199
H 3.0746 19.2285 -19.5385 -0.0068 0.0248 -0.0535



These records have HOMO level values of -0.35057; -0.56873; -0.34475 Ha, in the order they appear.